Record 1
Molecular formula: C8H20N3
Method: DFT, ωB97M-V with the def2-TZVPD basis set

Geometry as XYZ:
```
31
Properties=species:S:1:pos:R:3
C 2.60453 -1.24448 0.73644
C 1.11387 -1.29446 0.94332
C 2.72669 -0.37959 -0.51517
C -2.50745 0.20095 1.73120
C -3.13997 0.44608 -0.72101
C 1.79956 1.94151 -0.36955
C -0.65055 -0.83832 -1.69709
C -2.01468 0.38890 0.28069
N 0.52554 -0.01907 0.33299
N 1.57877 0.51122 -0.60219
N -0.91640 -0.52117 -0.28097
H 3.10871 -0.61425 1.54644
H 3.15699 -2.29471 0.63328
H 0.85411 -2.02593 0.14613
H 0.66704 -1.43948 1.91801
H 3.66851 0.35220 -0.56389
H 2.78732 -0.99588 -1.43291
H -2.35659 1.07368 2.32369
H -3.50318 -0.14574 1.79276
H -1.81073 -0.53826 2.21080
H -3.76588 1.30374 -0.36387
H -3.80742 -0.46909 -0.83881
H -2.72069 0.66046 -1.74640
H 0.83201 2.38013 -0.50152
H 2.13485 2.00314 0.76722
H 2.49394 2.34276 -1.10309
H -1.45056 -1.18938 -2.29824
H -0.23935 0.07514 -2.18861
H -0.00754 -1.65173 -1.54146
H -1.50558 1.40627 0.31955
H 0.34414 0.57535 1.08227
```

Results
Net charge: +1
SMILES: CC(C)N(C)[N@H+]1CCCN1C
Relative energy (zero: lowest compared OMol25 entry of this formula, charge and spin) (kJ/mol): 512.73
Kohn-Sham gap (eV): 10.5
LUMO (eV): -2.66
Total energy (eV): -13080.0104
HOMO (eV): -13.15

Atomic partial charges in e from the natural (NBO) method, atoms 1 to 4:
1 C -0.45
2 C -0.22
3 C -0.25
4 C -0.62

Record 2
Molecular formula: CH4N2O3
Method: DFT, ωB97M-V with the def2-TZVPD basis set

Geometry as XYZ:
```
10
Properties=species:S:1:pos:R:3
C -1.05076 -0.62703 1.03102
N -1.84587 0.32373 0.54057
N 2.28855 -0.02143 -1.75738
O 3.15110 0.51451 -2.33961
O 1.95748 0.56421 -0.57710
O 0.16335 -0.65359 1.04821
H -1.59604 -1.44810 1.50068
H -1.55430 1.11886 0.12838
H -2.85854 0.26494 0.37370
H 1.34503 -0.03609 0.05152
```

Results
SMILES: NC=O.O=NO
Relative energy (zero: lowest compared OMol25 entry of this formula, charge and spin) (kJ/mol): 50.14
Kohn-Sham gap (eV): 9.9
LUMO (eV): 0.48
Total energy (eV): -10221.9070
HOMO (eV): -9.43

Atomic partial charges in e from the natural (NBO) method, atoms 1 to 4:
1 C 0.55
2 N -0.79
3 N 0.33
4 O -0.31

Record 3
Molecular formula: C2H4O2
Method: DFT, ωB97M-V with the def2-TZVPD basis set

Geometry as XYZ:
```
8
Properties=species:S:1:pos:R:3
C -0.12400 -0.11138 0.58378
C 0.42496 -0.48030 -0.79156
H -0.77046 1.46379 -0.30655
H -0.72928 -0.88912 1.13094
H 0.69112 0.13110 1.24867
H 1.01147 -1.46775 -0.75160
O -0.84778 1.08597 0.60430
O 0.34397 0.26771 -1.71799
```

Results
SMILES: O=CCO
Relative energy (zero: lowest compared OMol25 entry of this formula, charge and spin) (kJ/mol): 143.19
Kohn-Sham gap (eV): 11.4
LUMO (eV): 0.88
Total energy (eV): -6232.8233
HOMO (eV): -10.48

Atomic partial charges in e from the natural (NBO) method, atoms 1 to 4:
1 C -0.19
2 C 0.43
3 H 0.48
4 H 0.20

Record 4
Molecular formula: C27H29CdN9O5PS4
Method: DFT, ωB97M-V with the def2-TZVPD basis set

Geometry as XYZ:
```
76
Properties=species:S:1:pos:R:3
Cd -0.02837 0.03833 0.23585
C 0.16965 -6.02774 -0.12618
C -0.90674 -5.30335 -0.92193
O -1.81214 -4.60176 -0.07235
P -1.67814 -3.00893 0.29511
S -2.84948 -2.76870 1.83859
S 0.27326 -2.52966 0.22720
O -2.24544 -2.27988 -1.03498
C -3.63763 -2.23913 -1.34482
C -3.99286 -3.30754 -2.36565
H 0.72966 -6.69813 -0.78243
H -0.29746 -6.60877 0.67065
H 0.84584 -5.30538 0.32335
H -1.52142 -6.03099 -1.45911
H -0.45587 -4.61918 -1.64656
H -3.82870 -1.24796 -1.75669
H -4.22170 -2.36200 -0.42996
H -3.47067 -3.11306 -3.30396
H -5.06911 -3.29340 -2.55014
H -3.70125 -4.29140 -1.99588
N 4.34686 -0.43171 -5.75960
C 4.08872 -0.18809 -4.40420
C 5.01952 0.49790 -3.62456
C 4.74161 0.79387 -2.30050
C 3.54011 0.39292 -1.74550
C 2.60995 -0.30133 -2.50658
C 2.88045 -0.58484 -3.83160
S 3.20769 0.67531 -0.01622
O 3.08813 -0.63310 0.58803
O 4.26175 1.51910 0.49909
N 1.74992 1.34551 0.10381
C 1.52549 2.65284 -0.16283
N 2.41542 3.39572 -0.85044
C 2.11718 4.67174 -1.02561
C 0.95132 5.25738 -0.55941
C 0.07584 4.39699 0.09215
N 0.34137 3.12200 0.29162
H 5.32405 -0.50023 -5.98903
H 3.79444 -1.17122 -6.16067
H 5.96164 0.80134 -4.06945
H 5.44635 1.33221 -1.67970
H 1.67459 -0.61656 -2.06736
H 2.15009 -1.11676 -4.43097
H 2.84776 5.25052 -1.58676
H 0.72849 6.30413 -0.70493
H -0.88303 4.74525 0.46796
N 3.38973 -3.15898 5.34387
C 2.91982 -2.25768 4.80486
C 2.36455 -1.10083 4.18974
C 2.82312 0.16595 4.56288
C 2.26501 1.27448 3.96304
C 1.26267 1.09033 3.02304
N 0.83411 -0.11631 2.64966
C 1.37106 -1.18390 3.21160
H 3.59896 0.25067 5.31239
H 2.59984 2.27080 4.21508
H 0.76409 1.93307 2.55694
H 1.00251 -2.14734 2.87880
N -5.87357 3.98654 1.85203
C -5.00276 3.37691 2.76660
S -5.24996 3.70090 4.41185
C -3.95761 2.57489 2.24701
C -3.70457 2.45434 0.84924
C -2.69218 1.65215 0.39057
N -1.89066 0.91948 1.18451
C -2.13300 1.00535 2.51187
C -3.09776 1.79890 3.07055
H -6.70426 4.32386 2.30853
H -6.07166 3.44092 1.02361
H -4.28902 3.01768 0.13331
H -2.48400 1.57911 -0.67069
H -1.52158 0.37645 3.14245
H -3.22910 1.82544 4.14247
O -1.81035 0.19974 -3.83791
C -1.19773 0.31043 -2.80773
N -0.59281 0.42437 -1.79703
```

Results
Net charge: -2
Relative energy (zero: lowest compared OMol25 entry of this formula, charge and spin) (kJ/mol): 44.22
Multiplicity: 2
Kohn-Sham gap (spin up / spin down) (eV): 4.6 / 6.9
LUMO (spin up / spin down) (eV): 4.08 / 4.08
Total energy (eV): -109319.2743
HOMO (spin up / spin down) (eV): -0.55 / -2.78

Atomic partial charges in e from the Löwdin method, atoms 1 to 4:
1 Cd 1.21
2 C -0.10
3 C -0.34
4 O -0.39

Record 5
Molecular formula: C28H37Cl3CoN2O7S
Method: DFT, ωB97M-V with the def2-TZVPD basis set

Geometry as XYZ:
```
79
Properties=species:S:1:pos:R:3
Co 0.31606 -0.05050 -1.42269
C 1.73471 2.81072 -1.47649
C 2.37233 2.55384 -2.82399
O 2.38057 1.14840 -3.04596
C 3.63478 0.55239 -2.73666
C 3.38443 -0.81900 -2.18867
O 2.51592 -0.69721 -1.04572
C 2.71850 -1.78555 -0.13252
C 1.54162 -1.83119 0.80478
O 0.31719 -1.66286 0.07855
C -0.28134 -2.83087 -0.50364
C 0.24904 -3.06166 -1.90312
O 0.22363 -1.80976 -2.62166
C -0.75004 -1.73311 -3.68050
C -0.61777 -0.35436 -4.27248
O -0.74506 0.54374 -3.16605
C -0.75447 1.93691 -3.48147
C -0.58092 2.68403 -2.16852
O 0.47901 2.11233 -1.37234
H 1.57131 3.87505 -1.30013
H 2.35376 2.41706 -0.66950
H 3.38089 2.97161 -2.84573
H 1.81816 3.02593 -3.63318
H 4.15346 1.13933 -1.97289
H 4.26557 0.50286 -3.62747
H 4.33572 -1.25486 -1.87809
H 2.91556 -1.47988 -2.92336
H 3.64370 -1.62764 0.42695
H 2.82072 -2.71732 -0.69296
H 1.57527 -1.00383 1.51632
H 1.52174 -2.76859 1.36243
H -1.35193 -2.62334 -0.52601
H -0.10694 -3.70311 0.12831
H -0.35185 -3.80628 -2.42548
H 1.28156 -3.40457 -1.90423
H -1.74987 -1.88615 -3.26573
H -0.54046 -2.50011 -4.42634
H -1.40773 -0.17188 -5.00307
H 0.35925 -0.21259 -4.74240
H -1.71037 2.20472 -3.93805
H 0.04353 2.14567 -4.19465
H -1.48795 2.61435 -1.57403
H -0.36972 3.73683 -2.35707
Cl 0.21664 -4.83053 2.73298
C -0.63080 -3.35029 3.05627
C 0.04777 -2.28756 3.62359
C -0.61342 -1.08489 3.80041
C -1.95120 -0.92022 3.44803
C -2.61225 0.44158 3.67193
C -3.43065 1.00101 2.49731
N -2.92809 0.67346 1.16267
C -3.68880 0.61364 0.01800
C -2.82937 0.35221 -0.99955
N -1.54891 0.24508 -0.49360
C -1.65532 0.43755 0.80979
O -1.64577 1.33996 4.18583
C -1.05840 2.42273 3.46070
C 0.38746 2.15375 3.14099
C 1.34870 1.94813 4.08952
Cl 1.11938 1.97437 5.77972
S 2.89084 1.61029 3.42571
C 2.28255 1.76943 1.83486
C 0.95089 2.06127 1.83101
C -2.62167 -2.04175 2.96556
Cl -4.32469 -1.99430 2.62219
C -1.97426 -3.24818 2.74097
H 1.07926 -2.40013 3.93037
H -0.08914 -0.24927 4.24025
H -3.33930 0.30617 4.47830
H -3.48851 2.08417 2.59889
H -4.44493 0.62036 2.54979
H -4.75648 0.75056 0.03859
H -3.04148 0.22487 -2.04613
H -0.84682 0.38385 1.51691
H -1.15278 3.29067 4.11293
H -1.58004 2.65605 2.52878
H 2.95527 1.68568 0.99451
H 0.39353 2.27638 0.92643
H -2.52084 -4.09563 2.35099
```

Results
Net charge: +2
Multiplicity: 4
Kohn-Sham gap (spin up / spin down) (eV): 9.4 / 8.2
LUMO (spin up / spin down) (eV): -4.12 / -5.35
Total energy (eV): -132964.1218
HOMO (spin up / spin down) (eV): -13.57 / -13.57

Atomic partial charges in e from the Löwdin method, atoms 1 to 4:
1 Co 0.92
2 C -0.12
3 C -0.15
4 O -0.14

Record 6
Molecular formula: C5H14O3
Method: DFT, ωB97M-V with the def2-TZVPD basis set

Geometry as XYZ:
```
22
Properties=species:S:1:pos:R:3
O 2.49311 1.25407 -1.23326
C 1.98045 0.24796 -1.65897
C 1.31029 -0.77844 -0.80341
C -0.20120 -0.59978 -0.71399
C -0.89814 -1.40983 0.40671
C -2.33058 -1.74500 0.02844
H 2.01900 0.01652 -2.73567
H 1.69373 -0.69551 0.21336
H 1.55897 -1.73895 -1.25943
H -0.63140 -0.95135 -1.65641
H -0.58390 0.39435 -0.49033
H -0.86507 -0.80011 1.31194
H -0.48188 -2.34919 0.79634
H -2.44024 -2.24254 -0.93760
H -2.94819 -0.84142 -0.04736
H -2.81372 -2.39874 0.75664
H 2.18835 2.04101 0.65526
H 2.05224 3.51304 1.16522
O 1.59157 2.74675 0.93113
H -0.11611 2.24437 1.84692
H -1.59710 2.24421 1.39982
O -0.98019 1.84860 2.02465
```

Results
SMILES: CCCCC=O.O.O
Relative energy (zero: lowest compared OMol25 entry of this formula, charge and spin) (kJ/mol): 0.00
Kohn-Sham gap (eV): 11.0
LUMO (eV): 0.88
Total energy (eV): -11554.1240
HOMO (eV): -10.10

Atomic partial charges in e from the natural (NBO) method, atoms 1 to 4:
1 O -0.55
2 C 0.47
3 C -0.51
4 C -0.39

Record 7
Molecular formula: C3H7I
Method: DFT, ωB97M-V with the def2-TZVPD basis set

Geometry as XYZ:
```
11
Properties=species:S:1:pos:R:3
C 1.97255 -0.48700 1.08059
C -1.85513 0.05397 -1.26060
C -0.80059 0.37643 -0.15789
I -0.85381 2.31874 0.52688
H 3.00814 -0.13616 1.39109
H 1.35730 0.30232 0.72945
H 1.59002 -0.93591 2.00100
H -1.44339 -0.55593 -2.05834
H -2.26617 0.90800 -1.76534
H -2.73283 -0.64542 -0.79398
H 2.02392 -1.19904 0.30714
```

Results
Relative energy (zero: lowest compared OMol25 entry of this formula, charge and spin) (kJ/mol): 347.54
Kohn-Sham gap (eV): 7.6
LUMO (eV): -0.95
Total energy (eV): -11321.0041
HOMO (eV): -8.55

Atomic partial charges in e from the natural (NBO) method, atoms 1 to 4:
1 C -0.84
2 C -0.81
3 C -0.10
4 I 0.19

Record 8
Molecular formula: C14H25N5ORu
Method: DFT, ωB97M-V with the def2-TZVPD basis set

Geometry as XYZ:
```
46
Properties=species:S:1:pos:R:3
Ru -0.10812 -0.21480 -0.11045
C 0.32851 -3.01173 -0.64261
C 0.87318 -2.87138 0.76427
N 0.95482 -1.41084 1.16214
C 0.46622 -1.18598 2.55731
C -1.04983 -1.23754 2.54842
N -1.59296 -0.52860 1.33193
C -2.68597 -1.30603 0.65737
C -2.06507 -2.50053 -0.04795
N -0.82611 -2.06843 -0.78872
H 0.01297 -4.03924 -0.83029
H 1.07321 -2.73500 -1.38678
H 1.86141 -3.31968 0.85376
H 0.22817 -3.37152 1.48330
H 1.93682 -1.13914 1.11602
H 0.84861 -0.22302 2.88234
H 0.87634 -1.94226 3.22931
H -1.46130 -0.79357 3.45398
H -1.39770 -2.26800 2.52381
H -1.99369 0.35632 1.63703
H -3.17860 -0.63630 -0.04900
H -3.42842 -1.62585 1.39036
H -2.76538 -2.95807 -0.74484
H -1.78451 -3.27048 0.66722
H -1.05835 -2.00741 -1.77812
C 2.64437 0.50643 -3.40634
C 1.48015 0.64564 -2.49820
O 1.34983 -0.15334 -1.51402
N 0.58144 1.59708 -2.70781
C -0.54195 1.86767 -1.82223
C -0.14615 2.59003 -0.55212
C -0.08849 3.96352 -0.45954
C 0.31676 4.53538 0.74142
C 0.64624 3.70998 1.80779
C 0.55997 2.34186 1.64566
N 0.17023 1.78651 0.48462
H 2.72156 -0.52822 -3.74074
H 3.55026 0.73567 -2.84014
H 2.58476 1.16784 -4.26720
H 0.69365 2.18697 -3.52255
H -1.09449 0.91585 -1.60416
H -1.27567 2.45353 -2.37499
H -0.36206 4.58089 -1.30567
H 0.37052 5.61185 0.84266
H 0.96564 4.11779 2.75687
H 0.80914 1.67613 2.45686
```

Results
Net charge: +3
Multiplicity: 2
Kohn-Sham gap (spin up / spin down) (eV): 9.1 / 7.8
LUMO (spin up / spin down) (eV): -10.75 / -12.06
Total energy (eV): -26978.4042
HOMO (spin up / spin down) (eV): -19.84 / -19.85

Atomic partial charges in e from the natural (NBO) method, atoms 1 to 4:
1 Ru 1.05
2 C -0.25
3 C -0.26
4 N -0.47

Record 9
Molecular formula: C7H4NO5Pd
Method: DFT, ωB97M-V with the def2-TZVPD basis set

Geometry as XYZ:
```
18
Properties=species:S:1:pos:R:3
O -0.85951 2.91178 -5.49097
C -0.68860 1.79213 -5.36522
Pd -0.15053 0.38545 -0.59195
O -0.21591 -1.88140 -2.46776
C -0.21553 -0.72868 -2.23113
C 0.31920 2.14465 2.14657
O 0.22487 3.28808 2.15119
C -2.08621 0.49699 -0.58177
O -3.23236 0.57892 -0.60346
C 1.71113 0.73198 -1.06531
O 2.80762 0.83838 -1.36756
H -0.34425 0.44936 -2.51194
C 0.52950 -2.02731 3.45814
C 0.32328 -1.50104 2.14745
N 0.15047 -1.04056 1.10282
H 1.47012 -2.57478 3.44533
H -0.31293 -2.68047 3.67782
H 0.56965 -1.18346 4.14776
```

Results
Net charge: +1
Multiplicity: 3
Kohn-Sham gap (spin up / spin down) (eV): 7.2 / 8.8
LUMO (spin up / spin down) (eV): -4.04 / -6.56
Total energy (eV): -22519.5729
HOMO (spin up / spin down) (eV): -11.24 / -15.41

Atomic partial charges in e from the natural (NBO) method, atoms 1 to 4:
1 O -0.48
2 C 0.48
3 Pd 0.61
4 O -0.34